Density functional theory data (ωB97M-V with the def2-TZVPD basis set) for an isolated molecule of C19H20N2O4 in a non-equilibrium geometry.

Properties
charge = 0

Cartesian coordinates (Å):
C: -4.16336 0.82763 -1.10836
H: -7.35383 -1.60472 0.99539
C: 2.21401 -1.07513 -1.35378
C: -5.86348 -0.30975 0.16268
C: 4.47736 2.96862 0.42483
H: 5.27347 1.18893 1.49864
H: 1.69006 -0.16467 -1.64244
C: 3.71101 -0.95020 -1.66726
O: 4.42311 -2.08287 -1.22858
O: 3.28764 1.15135 0.92136
C: -7.28479 -0.74908 0.32808
C: -3.21312 0.54168 -0.13062
H: -7.72404 -1.01019 -0.63202
H: -1.16059 -0.57271 0.71718
H: -5.21411 -1.10585 2.03931
O: 1.04209 -1.02260 2.05552
C: 0.50173 0.52710 0.34236
H: 1.80671 -1.92302 -1.92105
C: 2.46351 2.01553 0.27857
H: -3.85410 1.38733 -1.97813
N: -0.86193 0.26960 0.24432
H: 2.66144 -2.55508 1.60256
C: 2.79449 -2.47803 0.52302
H: 4.65595 -1.40091 0.70529
C: -3.60744 -0.15595 1.00830
H: 5.29646 3.65363 0.34658
H: 4.85398 -3.15544 0.41660
C: -1.82940 1.04708 -0.33708
H: 3.86820 -0.88771 -2.74524
C: 1.07987 1.70909 0.06436
C: -4.91818 -0.57167 1.14776
H: -2.90856 -0.35011 1.81002
O: -1.58561 2.03820 -0.99543
C: 4.49492 1.73733 1.00547
H: -7.87436 0.06222 0.75638
H: 4.11415 -0.04594 -1.19061
N: 2.03108 -1.33882 0.05491
C: 4.26636 -2.27274 0.16068
C: -5.46734 0.39959 -0.96641
H: 0.47867 2.51850 -0.31900
H: 2.42148 -3.38813 0.03806
H: 2.77104 4.01246 -0.55691
H: -6.19162 0.62037 -1.73710
C: 1.23663 -0.66112 0.90804
C: 3.16042 3.15618 -0.04624

These are the natural (NBO) partial charges, in e, on atoms 1 to 2: -0.1455 0.2179

=====

Density functional theory data (ωB97M-V with the def2-TZVPD basis set) for a structure of composition C19H20N4O3S2 in a non-equilibrium geometry.

Properties
charge = 0

Cartesian coordinates (Å):
C: 1.25007 -2.30777 -1.74572
H: 3.12868 -1.94530 -0.72178
C: -1.20240 -1.91699 -1.08801
H: -1.60506 -0.65856 0.44773
C: 2.37937 -2.73613 -0.80775
C: 0.27343 -1.53849 -0.84533
N: 0.64767 -1.85444 0.52853
H: -3.72572 -2.19759 -0.93147
S: 0.90800 -0.57401 1.54198
C: -2.29508 1.78967 -0.59444
C: 2.34169 0.33053 0.93697
H: -5.06340 -0.06594 -0.97619
N: 3.19911 2.69572 -1.63447
C: 1.64255 -2.90923 0.51969
C: -3.47280 1.15787 -0.21586
C: 3.44273 1.92146 -0.57516
H: -3.61985 -0.00644 -2.00441
H: 5.60257 0.75969 1.73061
C: -2.47366 3.29542 1.26158
H: -3.87575 -1.44361 0.68163
C: -3.97245 -0.04073 -0.97230
H: -0.87859 3.32936 -0.16370
H: 1.60154 -1.69882 -2.57637
H: 1.12394 -3.87250 0.54834
O: -0.25099 0.26699 1.44661
H: -1.76018 1.44305 -1.46731
C: -3.65008 2.67507 1.64507
H: -4.18145 3.01770 2.52125
H: 0.72722 -3.17588 -2.15161
H: 2.87079 -3.65032 -1.13264
C: -1.79868 2.85131 0.13884
C: -3.45191 -1.33471 -0.31997
S: 1.66576 2.52007 -2.06386
C: -4.14459 1.61219 0.91147
N: 1.22253 1.45120 -0.95157
H: -2.08442 4.12149 1.83849
C: 2.26862 1.18721 -0.16825
H: -5.06191 1.12777 1.21640
H: 3.56882 -0.44578 2.45526
H: 5.52355 2.31566 -0.20201
O: -1.55415 -2.66891 -1.97423
C: 3.53511 0.19965 1.59159
N: -2.01370 -1.31257 -0.21324
H: 2.26807 -2.81477 1.40569
C: 4.65531 1.76109 0.11503
C: 4.68567 0.90085 1.17962
O: 1.26450 -1.10722 2.82210
H: 0.33952 -0.45434 -0.98683

These are the natural (NBO) partial charges, in e, on atoms 1 to 2: -0.4235 0.1980

=====

Density functional theory data (ωB97M-V with the def2-TZVPD basis set) for an isolated molecule of C19H20N4O4 in a non-equilibrium geometry.

Properties
charge = 0

Cartesian coordinates (Å):
H: -2.89416 1.92468 1.90503
C: 1.98360 -0.04880 0.78153
H: -1.63647 2.31393 -1.41466
H: 1.63544 -1.17836 -2.42674
C: -0.33379 0.12182 -2.19705
O: -2.27767 -2.68025 3.66888
N: -1.47986 -0.28119 -4.72942
H: 4.87590 -1.94534 2.24150
H: 3.44852 0.79106 4.14065
H: -0.17184 2.34626 1.85302
C: -1.20262 -0.93373 -2.43918
C: 2.98442 0.55927 3.18828
C: -2.86253 1.13728 -0.08784
H: 4.63344 -1.40678 3.80141
C: -2.45099 -0.15042 2.09482
C: -3.17756 0.99721 1.40365
C: -1.74350 -1.08893 -3.70784
C: 1.40249 0.92690 1.61000
C: -0.04929 0.96550 -3.26570
H: -1.71019 2.89171 0.26010
N: 1.94018 1.22596 2.83381
H: -1.45915 -1.62955 -1.65146
H: -4.24613 0.87603 1.56399
H: 1.82604 -2.32543 -1.11018
O: 3.69070 -0.05456 -2.30074
H: -3.72070 1.58259 -0.59168
C: -2.84080 -2.39099 2.64806
C: -0.34081 1.31999 -0.00545
C: -0.64265 0.72738 -4.49525
C: 2.04537 -1.30417 -1.42569
C: 3.54139 -0.48152 2.37290
H: -2.42026 -1.91144 -3.89980
C: 0.27409 0.36143 -0.85859
H: -0.42205 1.38754 -5.32382
H: 0.62908 1.79791 -3.14009
N: 3.05607 -0.77699 1.20927
N: 4.67058 -1.14744 2.82685
H: -1.68552 -0.57317 1.44233
O: 3.44880 -1.25046 -1.52178
H: -1.98694 0.16188 3.02809
O: -3.42338 -1.18768 2.40156
H: 4.65558 -0.04388 -2.28272
C: -1.62950 2.00707 -0.37163
C: 0.25228 1.60118 1.19245
H: -2.73726 0.14365 -0.51963
H: -2.86659 -3.07630 1.78646
C: 1.41824 -0.30086 -0.48770

These are the natural (NBO) partial charges, in e, on atoms 1 to 2: 0.2041 0.2038

=====

Density functional theory data (ωB97M-V with the def2-TZVPD basis set) for a structure of composition C19H20N4O4S in a non-equilibrium geometry.

Properties
charge = 0

Cartesian coordinates (Å):
C: 2.72488 1.25142 1.10447
H: -0.85704 -2.84892 -1.30552
H: -4.35102 -3.98313 1.59435
C: 0.62071 -4.59667 -0.96058
C: 1.86162 -4.81514 -0.40867
C: 0.72590 -0.64834 -1.05467
C: 2.39268 -2.38992 -0.44758
N: -0.20719 -0.47090 -1.89438
H: 5.91663 0.73068 0.17671
C: 1.48575 0.44606 0.98498
H: 0.05692 -5.35325 -1.04516
H: 3.72036 -3.88281 0.31364
H: 5.20256 3.60704 0.83942
C: 3.17450 2.57841 1.19093
C: -3.66708 -3.38472 2.26619
O: -3.39637 -1.80571 0.41605
C: 0.27797 -3.11945 -1.10441
O: -1.83582 -0.28398 0.98427
C: 2.79586 -3.50944 -0.05530
H: -1.60833 4.61995 -0.59497
H: -4.11529 -2.82050 2.92938
O: 4.01109 0.47492 0.53828
C: -2.64576 2.63593 -0.30326
C: -1.64487 3.57714 -1.00314
H: 1.70290 -0.59596 1.54647
H: 2.08756 -5.64485 -0.16900
C: -2.56902 -2.63586 1.31841
H: 0.89135 1.13564 1.69123
H: -4.36394 -0.18842 -1.08561
H: -1.43359 3.16854 -2.09046
H: -1.79892 -2.04370 1.90508
O: -3.34615 3.24410 0.71012
N: 0.83182 0.38608 -0.07964
H: 2.44681 3.21577 1.55662
C: 1.06787 -2.13557 -0.90593
H: 3.06051 -1.58178 0.20770
S: 0.01771 2.91834 -0.26502
H: -3.04499 -4.22988 2.71976
C: 4.49735 2.61357 1.00608
C: 4.95560 1.48251 0.24039
N: -0.42579 0.72274 -1.81103
H: -2.37548 1.20631 -1.64496
C: 0.07082 1.29917 -0.66316
N: -3.02205 1.57687 -1.08018
H: -2.17073 -3.32830 0.58458
C: -3.76462 0.52856 -0.48964
H: -4.53345 1.03846 0.27600
C: -2.89588 -0.53390 0.45918

These are the natural (NBO) partial charges, in e, on atoms 1 to 2: 0.2714 0.2183

=====

Density functional theory data (ωB97M-V with the def2-TZVPD basis set) for a structure of composition C19H20N4O4S2 in a non-equilibrium geometry.

Properties
charge = 0

Cartesian coordinates (Å):
H: -1.11540 2.92047 -1.59727
S: 0.99131 2.94323 0.49467
H: -2.15263 -2.24638 -1.14500
C: 4.96710 0.47785 -0.06486
C: 1.01841 -3.28960 -1.05786
C: -6.95212 -0.05244 0.96899
H: -0.66588 -1.07670 0.31965
C: -2.25159 0.81913 0.66724
O: -5.70795 0.25570 1.55050
O: 0.77403 -1.35068 2.01140
C: -0.23530 -1.30457 -0.65975
H: -7.26542 0.71842 0.25761
C: -2.26236 0.64667 -0.71534
H: -1.77763 2.06897 -3.00957
C: -4.62880 0.20427 -0.63544
C: -4.61990 0.36798 0.74573
H: -6.93210 -1.02518 0.46738
C: 4.11852 -0.57342 0.33668
H: 5.13994 2.57398 -0.49699
C: -1.10752 -2.30535 -1.44259
C: 2.29007 0.94071 0.54392
C: 4.50697 1.76094 -0.17937
H: -0.01968 2.08048 -2.72723
H: -3.46733 0.20959 -2.42665
H: -7.66117 -0.08888 1.79430
H: -1.32295 1.04875 1.16697
H: -0.67676 -4.41199 -1.87640
H: 1.44926 -3.22005 -2.06309
N: -1.07376 0.82852 -1.47338
C: -3.41611 0.67462 1.38722
N: 2.51593 3.18062 0.06682
O: 1.02234 0.22313 -2.03412
H: -5.53855 -0.03401 -1.16323
O: 2.58021 -2.87540 1.31488
H: 4.49320 -1.58190 0.41465
C: -3.45361 0.34422 -1.35522
C: 2.80574 -0.35667 0.64114
N: 1.05045 1.36406 0.78081
S: 1.74707 -1.74150 1.03040
C: -0.01328 -0.01196 -1.44030
C: -0.99670 2.05056 -2.24746
H: -0.80137 -4.01055 -0.14983
N: 1.03268 -1.97474 -0.44996
H: -3.42443 0.79654 2.45818
H: 1.61914 -3.96437 -0.45011
H: -1.03001 -2.09954 -2.51196
C: -0.46432 -3.65515 -1.12416
H: 5.99795 0.25390 -0.29309
C: 3.15847 2.01345 0.12207

These are the natural (NBO) partial charges, in e, on atoms 1 to 2: 0.1937 0.9804

=====

Q: Which energy above the lowest of the compared OMol25 structures with the same formula, charge and spin values were calculated for the entries above? A: 60.7 9.7 99.3 337.0 60.0, in kcal per mole.
Q: Which gap between HOMO and LUMO values were calculated for the entries above? A: 8.135 7.505 8.573 8.503 7.777, in eV.